C5H13N3O as an isolated structure at a distorted geometry, computed with ωB97M-V/def2-TZVPD.

XYZ file:
```
22
Properties=species:S:1:pos:R:3:forces:R:3
C -0.94478 -0.42314 2.49693 -0.2 -0.1 -0.1
C 2.09149 -1.57249 1.76554 -0.2 0.0 -0.1
O -0.42018 -0.78850 1.26422 -0.2 0.1 0.0
N 1.65415 -0.43497 1.44700 0.6 0.2 -0.9
H -0.20446 -0.51371 3.30715 0.1 0.0 -0.1
H -1.77512 -1.08714 2.78094 0.0 0.1 0.0
H -1.31292 0.61446 2.52858 0.0 0.0 -0.1
H 1.73322 -2.51707 1.35253 0.1 0.1 -0.2
H 2.86576 -1.60214 2.53222 -0.2 0.0 0.2
C 1.30591 -0.38635 -1.12386 -0.3 0.0 -0.6
C -1.10075 1.99527 -2.55311 0.0 -0.1 -0.1
C -0.56715 0.89402 -1.67898 -0.5 -0.2 0.4
N -1.41704 0.18791 -0.93302 0.5 0.0 0.3
N 0.74060 0.71502 -1.67491 0.4 -0.1 0.2
H -1.05840 -0.29495 0.00385 0.0 0.2 -0.3
H -2.38471 0.47517 -0.95151 0.1 0.0 -0.1
H 2.37752 -0.47034 -1.29955 0.0 0.1 0.2
H 0.76778 -1.34042 -1.18656 -0.1 0.1 0.2
H 1.35140 -0.29343 0.22629 -0.1 -0.2 0.9
H -2.04964 1.71359 -3.01281 0.0 0.0 0.1
H -1.26936 2.89378 -1.95484 0.0 0.0 0.0
H -0.38331 2.23544 -3.33609 0.0 0.0 0.1
```
Forces are in eV/Å.

Calculated values
electronic energy = -11907.9713 eV
HOMO level (spin up / spin down) = -0.3005 / -0.2796 Ha
gap between HOMO and LUMO (spin up / spin down) = 6.98 / 6.51 eV
charge = 0

One molecule with the formula C5H13N3O at a distorted geometry, computed with ωB97M-V/def2-TZVPD.

XYZ file:
```
22
Properties=species:S:1:pos:R:3:forces:R:3
C -1.11428 0.48409 1.02134 2.1 -0.4 -0.5
C 0.50850 0.36412 0.68653 -4.3 0.2 1.2
C -1.79412 1.26573 -0.08128 0.4 0.3 -0.2
C -1.76408 -0.86850 1.29340 0.1 0.3 0.1
N 0.79326 0.19350 -0.72791 2.2 0.4 1.6
C 2.26105 0.40196 -0.67666 -0.4 0.0 -3.3
N 0.38794 -1.01671 -1.31978 -0.2 -0.5 -0.1
N 2.96694 -0.62407 -1.24456 0.2 0.2 0.3
O 2.75216 1.46262 -0.36912 -0.3 -0.4 0.7
H -1.14049 1.06405 1.94825 0.0 0.0 0.0
H -0.53662 -0.87391 -1.71407 0.2 0.1 0.0
H 0.31190 -1.80703 -0.67338 0.1 0.4 0.2
H 2.43614 -1.30719 -1.74802 -0.3 -0.1 -0.1
H 3.84653 -0.36314 -1.66095 0.1 0.0 0.3
H 0.88979 1.33913 0.99009 0.4 -0.4 0.0
H 0.84598 -0.47709 1.31101 0.4 0.2 -0.1
H -2.04247 0.64675 -0.94258 -0.1 -0.2 0.0
H -2.70866 1.73541 0.27802 0.0 0.1 -0.1
H -1.08683 2.00724 -0.47922 -0.4 0.1 0.2
H -1.22603 -1.40797 2.07173 0.0 -0.1 0.1
H -2.78931 -0.72527 1.63461 -0.1 -0.1 0.0
H -1.79731 -1.49375 0.40254 0.0 0.0 -0.1
```
Forces are in eV/Å.

Calculated values
electronic energy = -11913.0676 eV
HOMO level = -0.3503 Ha
gap between HOMO and LUMO = 10.41 eV
charge = 0
structure (SMILES) = CC(C)CN(N)C(N)=O